A structure of composition C38H31Cl2FN5O8S6SbZr. Source: the OMol25 dataset; level of theory: ωB97M-V/def2-TZVPD.

Computed properties:
Net charge: -2
DFT total energy, eV: -164342.668
Orbital gap, eV: 4.897
ΔE to the lowest compared entry with this formula, charge and spin, kcal/mol: 19.5
Lowest unoccupied orbital energy, eV: 3.2

Atoms and positions in Å:
Zr  -0.40  0.15  -0.07
C  3.62  5.26  -4.29
C  4.56  4.18  -3.77
C  5.34  3.56  -4.92
C  6.28  2.49  -4.41
C  5.50  1.45  -3.64
C  5.93  0.15  -3.56
C  5.21  -0.79  -2.84
F  5.69  -2.05  -2.78
C  4.05  -0.47  -2.20
C  3.58  0.85  -2.28
C  2.32  1.20  -1.62
O  1.62  0.29  -1.14
C  2.00  2.58  -1.57
C  2.76  3.45  -2.28
N  3.83  3.13  -3.03
C  4.31  1.82  -2.99
C  0.88  3.15  -0.73
O  0.81  4.38  -0.66
O  0.17  2.31  -0.11
H  4.17  5.91  -4.96
H  3.19  5.88  -3.51
H  2.79  4.81  -4.85
H  5.28  4.64  -3.08
H  5.89  4.35  -5.43
H  4.63  3.13  -5.64
H  7.03  2.94  -3.76
H  6.82  2.01  -5.23
H  6.85  -0.16  -4.06
H  3.49  -1.20  -1.61
H  2.46  4.49  -2.24
N  2.92  -8.13  1.00
C  2.71  -6.74  1.08
C  3.79  -5.86  0.98
C  3.59  -4.49  1.07
C  2.31  -4.00  1.28
C  1.23  -4.86  1.40
C  1.44  -6.23  1.29
S  2.05  -2.26  1.43
O  1.47  -2.04  2.73
O  3.32  -1.61  1.16
N  0.93  -1.85  0.34
C  0.95  -2.29  -0.94
N  1.81  -3.17  -1.45
C  1.58  -3.54  -2.71
C  0.55  -3.03  -3.49
C  -0.22  -2.03  -2.90
N  -0.01  -1.67  -1.66
H  3.71  -8.38  0.43
H  2.10  -8.63  0.71
H  4.79  -6.25  0.81
H  4.41  -3.80  0.96
H  0.23  -4.47  1.54
H  0.59  -6.90  1.37
H  2.27  -4.26  -3.13
H  0.39  -3.35  -4.50
H  -1.01  -1.49  -3.42
S  -5.16  0.37  -1.10
Sb  -3.39  1.77  -0.83
S  -1.59  0.91  -2.21
S  -2.35  1.37  1.30
S  -3.63  4.01  -1.14
O  0.69  0.58  1.85
S  0.18  1.46  2.98
C  1.42  1.18  4.25
C  1.16  1.69  5.51
C  2.09  1.49  6.52
C  3.25  0.77  6.27
C  3.48  0.25  5.00
C  2.56  0.45  3.98
C  0.62  3.17  2.63
C  -0.42  4.06  2.44
C  -0.13  5.39  2.21
C  1.18  5.82  2.16
C  2.22  4.91  2.32
C  1.95  3.58  2.55
H  0.25  2.24  5.70
H  1.90  1.88  7.51
H  3.97  0.60  7.06
H  4.38  -0.33  4.80
H  2.72  0.02  2.99
H  -1.44  3.69  2.41
H  -0.94  6.09  2.02
H  1.41  6.86  1.95
H  3.25  5.24  2.25
H  2.75  2.86  2.68
Cl  -3.58  -2.02  2.92
C  -1.90  -2.42  2.52
Cl  -1.39  -3.89  3.40
C  -1.76  -2.56  0.98
O  -1.61  -3.66  0.47
O  -1.78  -1.42  0.40
H  -1.26  -1.61  2.86

---

A cluster of 3 separate species, C20H45O9PS2 in total at a distorted geometry. Source: the OMol25 dataset; level of theory: ωB97M-V/def2-TZVPD.

Computed properties:
DFT total energy, eV: -70851.210
Orbital gap, eV: 8.824
Structure (SMILES): O=C(CCCS)O[C@@H](CCCO)[PH2]=S.COCCOCCOC.COCCOCCOC
Lowest unoccupied orbital energy, eV: 0.3

Atoms and positions in Å:
O  1.05  -2.97  -3.81
C  1.30  -1.82  -3.44
C  0.04  -0.91  -3.03
C  0.28  -0.36  -1.54
C  1.07  1.02  -1.49
S  2.72  0.71  -0.64
O  2.55  -1.23  -3.29
C  3.57  -2.17  -2.91
C  3.28  -3.03  -1.60
C  4.20  -2.63  -0.34
C  3.43  -2.75  1.05
O  2.18  -2.03  1.08
P  4.16  -3.28  -4.36
S  5.92  -2.78  -5.04
H  -0.06  -0.07  -3.79
H  -0.90  -1.55  -2.98
H  -0.75  -0.26  -1.05
H  0.86  -1.16  -0.97
H  0.48  1.79  -0.89
H  1.29  1.41  -2.54
H  3.50  1.81  -0.98
H  4.49  -1.54  -2.67
H  3.56  -4.12  -1.83
H  2.22  -3.01  -1.23
H  4.64  -1.59  -0.42
H  5.05  -3.39  -0.29
H  4.10  -2.27  1.85
H  3.28  -3.84  1.35
H  1.77  -2.17  1.95
H  3.18  -3.09  -5.39
H  4.08  -4.66  -3.93
C  -3.81  -3.84  3.44
O  -4.25  -3.29  2.22
C  -3.72  -1.99  1.99
C  -3.71  -1.66  0.50
O  -2.64  -2.29  -0.20
C  -2.75  -3.70  -0.40
C  -3.79  -4.08  -1.44
O  -5.11  -3.99  -0.90
C  -6.08  -3.72  -1.89
H  -4.18  -3.25  4.29
H  -4.20  -4.85  3.52
H  -2.71  -3.89  3.47
H  -2.70  -1.92  2.39
H  -4.36  -1.27  2.52
H  -3.53  -0.59  0.39
H  -4.67  -1.88  0.04
H  -2.91  -4.22  0.54
H  -1.77  -4.02  -0.78
H  -3.64  -5.12  -1.76
H  -3.69  -3.42  -2.32
H  -5.86  -2.77  -2.40
H  -7.05  -3.61  -1.39
H  -6.13  -4.54  -2.61
C  1.51  2.46  2.13
O  0.74  3.64  1.96
C  0.04  4.00  3.15
C  -0.27  5.49  3.15
O  0.85  6.31  3.50
C  1.88  6.42  2.51
C  1.48  7.29  1.33
O  0.63  6.58  0.44
C  -0.23  7.44  -0.28
H  0.85  1.60  2.32
H  2.07  2.28  1.21
H  2.23  2.58  2.95
H  0.63  3.75  4.03
H  -0.90  3.43  3.16
H  -1.01  5.68  3.93
H  -0.72  5.81  2.21
H  2.23  5.44  2.19
H  2.71  6.90  3.02
H  2.38  7.57  0.76
H  0.99  8.20  1.69
H  -0.86  8.02  0.40
H  -0.89  6.83  -0.90
H  0.35  8.11  -0.93

---

A structure of composition C48H32F4N10P2SSe2W at a distorted geometry. Source: the OMol25 dataset; level of theory: ωB97M-V/def2-TZVPD.

Computed properties:
Net charge: +2
DFT total energy, eV: -237980.921
Orbital gap (alpha / beta), eV: 3.880 / 3.879
ΔE to the lowest compared entry with this formula, charge and spin, kcal/mol: 0.0
Lowest unoccupied orbital energy (alpha / beta), eV: -8.0 / -8.0

Atoms and positions in Å:
W  -1.51  0.99  -1.80
S  -3.65  2.10  -2.21
C  -4.22  0.81  -1.16
C  -5.50  0.52  -0.74
C  -5.66  -0.56  0.12
C  -4.56  -1.30  0.53
C  -3.31  -0.97  0.06
N  -3.16  0.06  -0.79
H  -6.33  1.13  -1.07
H  -6.65  -0.82  0.47
H  -4.67  -2.14  1.21
H  -2.42  -1.51  0.34
Se  4.75  0.30  -2.33
P  3.59  -1.28  -1.62
C  4.11  -1.89  0.00
C  4.53  -3.19  0.23
C  4.99  -3.55  1.49
C  5.00  -2.62  2.52
C  4.57  -1.32  2.30
C  4.14  -0.95  1.03
C  3.46  -2.65  -2.78
C  4.63  -3.34  -3.09
C  4.62  -4.32  -4.07
C  3.45  -4.58  -4.77
C  2.29  -3.88  -4.49
C  2.29  -2.91  -3.49
C  1.86  -0.72  -1.28
C  0.66  -1.29  -0.75
N  -0.20  -0.26  -0.72
N  0.42  0.82  -1.17
N  1.63  0.57  -1.57
P  -0.17  -2.88  -0.30
Se  -1.46  -0.45  -3.49
C  0.97  -4.28  -0.46
C  1.75  -4.74  0.60
C  2.49  -5.91  0.45
C  2.45  -6.61  -0.74
C  1.66  -6.16  -1.79
C  0.91  -5.01  -1.64
C  -0.29  -2.61  1.50
C  -1.33  -3.27  2.16
C  -1.47  -3.15  3.54
C  -0.57  -2.37  4.26
C  0.46  -1.71  3.61
C  0.60  -1.83  2.23
H  4.52  -3.92  -0.57
H  5.34  -4.56  1.67
H  5.36  -2.91  3.50
H  4.60  -0.59  3.09
H  3.86  0.08  0.84
H  5.55  -3.10  -2.57
H  5.53  -4.86  -4.30
H  3.45  -5.34  -5.55
H  1.39  -4.08  -5.05
H  1.38  -2.36  -3.29
H  1.78  -4.20  1.53
H  3.08  -6.27  1.28
H  3.02  -7.52  -0.85
H  1.62  -6.72  -2.72
H  0.27  -4.68  -2.45
H  -2.02  -3.89  1.60
H  -2.26  -3.68  4.05
H  -0.68  -2.28  5.33
H  1.16  -1.11  4.17
H  1.43  -1.34  1.74
C  2.06  3.70  -4.88
C  0.89  3.67  -3.97
C  0.24  4.68  -3.27
C  -0.75  4.08  -2.51
N  -0.75  2.74  -2.75
N  0.26  2.54  -3.65
C  -1.63  4.80  -1.54
H  2.17  4.68  -5.33
H  1.97  2.95  -5.67
H  2.97  3.48  -4.30
H  0.47  5.73  -3.30
H  0.50  1.60  -3.94
H  -1.84  5.80  -1.94
H  -1.10  4.94  -0.60
H  -2.57  4.30  -1.34
F  -3.83  3.81  1.07
C  -3.59  4.48  2.20
C  -4.53  5.30  2.68
F  -5.67  5.40  2.02
C  -4.34  6.06  3.90
C  -3.06  5.86  4.55
C  -2.12  5.03  4.06
F  -0.97  4.90  4.71
C  -2.32  4.28  2.85
C  -1.35  3.44  2.35
C  -1.52  2.70  1.16
N  -1.61  2.12  0.16
C  -0.08  3.18  2.96
N  0.94  2.86  3.38
F  -2.80  6.51  5.67
C  -5.29  6.92  4.39
C  -6.55  7.14  3.74
N  -7.55  7.36  3.23
C  -5.13  7.68  5.58
N  -5.07  8.33  6.53

---

A structure of composition C13H28GdNO4P2 at a distorted geometry. Source: the OMol25 dataset; level of theory: ωB97M-V/def2-TZVPD.

Computed properties:
DFT total energy, eV: -63026.226
Orbital gap (alpha / beta), eV: 6.167 / 5.678
ΔE to the lowest compared entry with this formula, charge and spin, kcal/mol: 21.6
Lowest unoccupied orbital energy (alpha / beta), eV: 0.0 / -0.5
Multiplicity: 8

Atoms and positions in Å:
C  -0.90  0.96  -3.58
C  -1.01  0.58  -2.19
N  -0.03  1.00  -1.26
C  0.77  2.02  -1.65
C  0.73  2.58  -2.92
C  -0.09  2.03  -3.92
C  -2.15  -0.18  -1.80
P  -2.61  -0.63  -0.07
Gd  -0.02  -0.28  1.04
P  2.21  1.53  0.72
C  1.69  2.66  -0.66
O  -0.63  -3.34  -3.83
O  -0.71  -4.52  0.05
H  -1.51  0.44  -4.31
H  1.32  3.47  -3.13
H  -0.08  2.43  -4.93
C  -4.07  0.42  -0.07
C  -3.28  -2.35  -0.07
H  2.60  3.07  -1.13
H  1.18  3.51  -0.17
H  -1.09  -2.69  -3.22
H  -2.82  -0.50  -2.64
C  2.60  2.73  2.04
C  3.87  1.04  0.15
H  1.85  -1.55  0.86
H  0.11  -4.43  0.65
H  -0.32  -4.30  -0.79
H  0.26  -2.88  -3.81
H  -0.82  1.20  1.66
H  2.56  -1.67  1.13
H  -4.79  -0.05  -0.75
H  -4.49  0.60  0.92
H  -3.72  1.37  -0.51
H  -4.04  -2.49  -0.86
H  -2.42  -3.03  -0.20
H  -3.73  -2.57  0.91
H  4.58  1.87  0.14
H  4.26  0.26  0.81
H  3.81  0.62  -0.87
H  3.54  3.27  1.86
H  1.79  3.46  2.15
H  2.69  2.18  2.98
C  0.47  -1.26  5.12
C  0.36  -0.95  3.66
O  1.25  -0.25  3.07
O  -0.64  -1.40  2.98
H  1.52  -1.39  5.40
H  -0.10  -2.16  5.35
H  0.04  -0.43  5.69